(1)
This record from the OMol25 dataset describes a single CH3NOP2 molecule in a non-equilibrium geometry. The level of theory is ωB97M-V/def2-TZVPD.

Summary:
- multiplicity = 1
- frontier orbital gap (alpha / beta) (hartree) = 0.2863 / 0.2863
- E_HOMO (alpha / beta) (eV) = -9.621 / -9.620

XYZ file:
```
8
CH3NOP2, DFT ωB97M-V/def2-TZVPD
C 1.53356 0.17931 0.04142
N -1.22610 0.42658 1.26545
O 2.66261 0.30693 -0.44112
P 0.49962 -1.14159 0.53481
P -1.20795 -0.20632 -0.10480
H 1.02485 1.14556 0.51145
H -1.09549 0.61674 -1.09040
H -2.19110 -1.32722 -0.71681
```



(2)
This record from the OMol25 dataset describes 2 unconnected molecules or ions with the total composition CH7N2O in a non-equilibrium geometry. The level of theory is ωB97M-V/def2-TZVPD.

Summary:
- total charge = -1
- multiplicity = 1
- frontier orbital gap (hartree) = 0.2759
- E_HOMO (eV) = -2.779

XYZ file:
```
11
CH7N2O, DFT ωB97M-V/def2-TZVPD
N 1.10920 -1.77579 -0.69448
H 1.71117 -1.61895 0.09564
H 1.14175 -0.91875 -1.24418
H 0.13323 -1.73344 -0.41899
N -0.79340 0.04845 0.83259
C -0.36642 1.28980 -0.22114
O -0.76724 2.45018 0.14833
H -0.29130 0.23388 1.69972
H -1.76879 0.11698 1.12028
H 0.72011 1.07140 -0.18485
H -0.82832 0.83623 -1.13291
```



One value per record, in order, for relative energy (zero: lowest compared OMol25 entry of this formula, charge and spin): 3.406 0.552 eV.
One value per record, in order, for total energy: -852.40974 -227.02944 hartree.